The following is a DFT calculation (ωB97M-V/def2-TZVPD) of a cluster of 10 separate species, C46H99F6N9O10P in total in a non-equilibrium geometry.

CARTESIAN COORDINATES (ANGSTROEM)
H: -4.0482 0.0543 -9.6459
H: -6.2179 -7.3152 5.2817
H: 4.5450 9.9016 0.4313
F: 0.1744 0.8520 1.0395
H: -4.1224 5.7074 -2.5234
H: -5.7105 -0.1615 4.6689
C: 1.0353 3.6266 -7.9359
H: 4.4244 -4.7192 2.6230
C: 4.3954 7.2453 -0.4991
H: -2.2032 -6.3413 1.3865
C: -5.5579 6.7420 -3.7885
H: -6.0541 -1.5534 -6.1445
H: 5.6158 -4.4154 1.2694
C: 7.7873 5.1073 11.6642
H: 3.8047 7.4583 0.3918
O: 5.9979 6.4047 12.5241
H: -3.4688 -7.6650 5.4614
C: -4.2016 7.8570 4.2371
H: -1.8846 -0.2760 -11.1837
H: -2.7621 -3.2086 -14.4875
H: 6.2262 5.4556 10.3640
N: -2.7284 -1.5832 -9.7214
C: -8.2847 -1.0973 6.3514
H: 5.3735 6.8626 -0.2075
N: -2.8431 -8.2426 2.1543
H: 6.1322 -4.5065 2.9138
H: -6.7005 -9.0649 5.0798
C: -2.6157 -2.1299 -14.5447
C: 3.7571 3.4046 8.2626
F: -1.4547 1.4992 -0.4957
H: -3.5641 -1.5967 -14.6107
H: -4.7371 5.8772 6.9597
H: 4.6916 -8.7997 0.0751
C: 4.5263 8.5980 -1.2755
C: 2.8165 -1.4307 -8.7110
H: 6.1894 3.9910 7.9127
H: 1.1993 -0.2794 -7.0031
C: 2.0557 1.6295 -6.8557
C: -6.0750 -1.2938 6.3639
H: 1.5571 1.7017 -5.8891
H: -4.4956 9.8236 -3.2987
C: -4.5118 -1.4392 -8.1566
C: -6.0034 -0.5539 -6.5765
H: 6.1167 -8.7103 1.0291
H: -8.2218 0.2619 4.5804
O: 6.1368 -10.4256 3.8917
N: -4.5524 6.5591 -2.8547
H: 3.9015 6.4555 -1.0651
H: 5.5404 8.5238 12.8766
C: -7.2112 -1.7886 6.9222
H: -2.0902 -9.0489 4.0134
H: -3.5383 7.8850 6.2179
H: -6.9724 -0.0655 -6.4732
H: -4.5043 7.0992 3.5144
C: -5.8307 -7.6839 -0.7621
C: 7.3689 -10.9635 4.3793
C: -4.6817 8.7598 -3.2848
H: -3.7440 -1.9265 -12.1973
H: 3.3882 -1.5443 -9.6321
C: -5.0048 6.2949 5.9891
H: 3.7673 2.3368 8.0438
H: -6.4736 8.4438 -4.6398
N: -6.4097 -0.5294 5.2980
H: 3.0267 2.1104 -6.7371
H: -0.1195 5.4888 -11.1841
C: 5.4646 7.5103 13.2708
C: 0.1981 3.9712 -9.1502
C: -2.6644 -2.0748 -12.2179
H: 6.5375 3.0199 10.7803
H: 3.5246 8.7917 -1.6589
H: -7.3476 -2.4964 7.7264
H: 1.8006 -1.7957 -8.8617
N: 7.6502 9.6503 -0.1427
C: -7.7450 -0.3861 5.3009
P: -1.3086 0.2884 0.5845
H: 0.4499 3.8697 -7.0492
H: -6.8510 -8.0377 -0.6141
H: -6.0984 -6.6611 -1.0272
C: -2.4798 -8.1072 3.6265
C: 5.0645 -8.4260 1.0287
H: -1.6485 -7.4209 3.7879
H: -9.3561 -1.0835 6.4865
H: -2.1121 -1.1869 -9.0263
O: -4.9093 -8.4877 4.1945
H: -3.1420 -7.7900 -0.4648
H: 3.6937 -10.6810 3.1346
H: 6.0441 7.4451 14.1916
C: 5.4122 -4.9256 2.2109
H: 5.3912 -6.4588 0.0861
C: 4.3008 -10.4048 2.2725
C: -5.7047 8.0829 -3.9728
H: 3.3194 -1.9663 -7.9058
H: 7.4835 4.3511 12.3880
F: -1.9625 1.2516 1.7112
H: -1.0299 -1.7200 -10.9305
F: -0.7831 -0.6364 -0.6398
H: 1.9653 4.1928 -7.9872
H: -5.3104 5.5074 5.3002
H: -0.1859 4.9905 -9.1105
H: 4.9221 -8.6558 2.9897
N: -6.3592 9.3074 4.3267
H: 8.1980 -10.9085 3.6739
N: 4.3668 -8.9226 2.1894
H: 3.8796 -10.9479 1.4265
O: -4.9501 -7.7882 0.3707
C: 6.0313 3.3876 8.8066
H: 7.9623 3.1836 9.7841
H: 5.0855 8.4516 -2.1996
H: -0.5501 3.9296 -11.6762
H: -3.8538 -6.2067 -0.4134
N: 1.2534 2.2300 -7.9129
O: -2.0678 -1.5296 -13.4330
H: -4.7953 -1.2900 -10.2959
C: 5.6580 -11.0529 2.7565
C: 4.9618 -6.8697 0.9998
H: 6.3522 2.3567 8.6572
H: -0.6843 3.3346 -9.2159
H: -5.4632 -8.6774 6.1673
H: -3.7415 -1.3548 -7.3901
C: 7.3666 6.5331 12.1894
C: -3.1325 -6.8921 1.5326
O: -5.5856 -0.5858 -7.9141
C: 6.9745 3.6048 9.9710
H: -2.1360 -1.8659 -15.4871
H: 1.0127 4.6072 -12.2543
O: 1.0448 4.0123 -10.2864
H: -2.4774 -3.1461 -12.1449
F: -2.7881 -0.1786 0.1737
H: -3.7409 -6.1944 2.1080
C: -3.9672 7.7509 -2.5865
H: 8.8577 4.9893 11.4957
H: 4.7871 10.7314 -1.0145
H: -5.9596 5.8781 -4.2973
O: 2.8057 -0.0837 -8.3610
H: 4.4327 7.3289 13.5712
C: -3.7070 -7.6432 4.3980
C: -5.4374 8.6414 4.2802
C: 5.0630 9.7988 -0.5223
H: 3.9144 4.0563 7.4031
H: -5.0374 -1.5520 6.5161
H: -2.9599 6.4377 5.3683
H: -5.3408 0.0736 -5.9805
C: -2.0481 -1.3338 -10.9779
H: -5.4962 -8.1461 -1.6908
C: 2.2088 0.1278 -7.0591
H: 2.7207 -0.3166 -6.2056
H: -4.7642 -2.4995 -8.1458
H: 7.6505 -10.3789 5.2551
N: 7.1249 4.9947 10.3567
C: -5.8875 -8.3520 5.2174
H: 7.9163 6.8653 13.0700
C: -3.7464 -7.1294 0.1569
H: -3.4580 8.5567 3.8555
H: 1.7306 1.9909 -8.7703
H: -2.0172 -8.5503 1.6611
H: 7.4461 7.3370 11.4576
H: 6.4081 -10.9738 1.9696
C: -3.8081 7.1091 5.5015
C: 0.3267 4.5207 -11.4117
H: -4.0413 -6.6560 4.0790
H: -5.8816 6.9010 6.2166
H: 5.4895 -12.1082 2.9710
C: -4.0369 -1.0319 -9.5567
C: 6.5275 9.7159 -0.2624
H: 7.2971 -12.0091 4.6785
H: 3.9006 -6.6380 0.9090
H: -3.1193 7.7546 -1.9176
H: 2.7664 3.6570 8.6406
O: 5.5380 -6.2851 2.1584
O: 4.7149 3.6731 9.3000
F: -1.2698 -0.9078 1.6636

Values from the calculation:
E_LUMO	1.93	eV
net charge	-1
total energy	-3997.7513	Ha